No. 1
This record from the Open Molecules 2025 dataset describes 7 unconnected molecules or ions with the total composition C29H41ClNO19. The level of theory is ωB97M-V/def2-TZVPD.

DFT total energy: -3073.98393 hartree
Total charge: +1

Geometry (Å):
O  -1.69  1.70  2.58
C  -0.50  1.04  2.42
C  -0.31  -0.19  3.09
C  0.90  -0.80  2.93
N  1.87  -0.26  2.16
Cl  3.36  -1.05  1.99
C  1.69  0.92  1.54
C  0.51  1.61  1.63
H  -1.53  2.30  3.33
H  -1.09  -0.62  3.71
H  1.07  -1.74  3.45
H  2.49  1.33  0.93
H  0.37  2.56  1.12
C  2.70  -6.04  -0.65
C  1.45  -5.43  -0.04
C  1.69  -4.21  0.81
O  0.57  -4.24  1.69
C  0.20  -5.55  1.82
O  -0.58  -5.95  2.62
O  0.85  -6.32  0.91
H  2.52  -7.07  -0.94
H  3.01  -5.47  -1.53
H  3.52  -6.04  0.07
H  0.71  -5.24  -0.83
H  1.71  -3.29  0.23
H  2.60  -4.28  1.41
C  -1.14  2.96  -4.33
C  -0.53  2.19  -3.19
C  -0.49  2.92  -1.88
O  0.62  2.29  -1.22
C  1.46  1.86  -2.20
O  2.56  1.45  -1.99
O  0.88  1.95  -3.41
H  -0.83  2.55  -5.28
H  -2.23  2.94  -4.27
H  -0.82  4.01  -4.31
H  -1.02  1.22  -3.09
H  -1.41  2.80  -1.30
H  -0.27  3.99  -1.98
C  2.13  6.90  4.67
C  0.93  5.98  4.56
C  1.26  4.55  4.24
O  0.06  4.10  3.60
C  -0.51  5.21  3.02
O  -1.42  5.16  2.26
O  0.10  6.34  3.43
H  1.82  7.94  4.55
H  2.61  6.78  5.64
H  2.86  6.69  3.89
H  0.31  6.06  5.46
H  1.48  3.95  5.12
H  2.09  4.45  3.53
C  2.00  -4.52  5.22
C  3.50  -4.53  5.40
C  4.04  -3.40  6.23
O  5.38  -3.28  5.74
C  5.37  -3.72  4.46
O  6.27  -3.59  3.69
O  4.18  -4.31  4.15
H  1.71  -5.13  4.35
H  1.50  -4.92  6.10
H  1.63  -3.51  5.04
H  3.82  -5.50  5.79
H  4.03  -3.61  7.30
H  3.52  -2.45  6.05
C  -5.12  0.84  0.35
C  -4.90  0.01  -0.90
C  -3.99  -1.17  -0.72
O  -3.49  -1.36  -2.05
C  -3.52  -0.15  -2.66
O  -3.01  0.09  -3.71
O  -4.21  0.75  -1.91
H  -5.48  1.83  0.09
H  -5.84  0.36  1.01
H  -4.19  0.97  0.90
H  -5.87  -0.30  -1.32
H  -4.50  -2.07  -0.37
H  -3.14  -0.96  -0.06
C  -1.69  -0.94  -8.35
C  -2.48  0.34  -8.22
C  -2.52  1.19  -9.47
O  -2.73  2.50  -8.93
C  -2.18  2.50  -7.69
O  -2.02  3.48  -7.03
O  -1.85  1.24  -7.30
H  -1.41  -1.32  -7.37
H  -2.28  -1.70  -8.86
H  -0.77  -0.79  -8.92
H  -3.48  0.13  -7.85
H  -3.32  0.91  -10.15
H  -1.57  1.19  -10.02


No. 2
This record from the Open Molecules 2025 dataset describes a molecular structure, C2H8NO2P. The level of theory is ωB97M-V/def2-TZVPD.

Energy relative to the best compared isomer or geometry (same formula, charge and spin): 4.4103 eV
DFT total energy: -627.49392 hartree
Total charge: 0

Geometry (Å):
C  0.62  0.09  1.73
C  0.79  -1.56  -0.65
N  -2.20  1.45  -0.99
O  1.25  1.11  -0.87
O  -1.75  0.58  -0.13
P  0.45  0.18  -0.03
H  0.24  1.04  2.35
H  0.15  -0.91  1.99
H  1.71  -0.01  1.88
H  1.83  -1.97  -0.22
H  -0.05  -2.16  -0.42
H  0.93  -1.45  -1.77
H  -2.20  1.28  -1.97
H  -1.77  2.34  -0.91


No. 3
This record from the Open Molecules 2025 dataset describes a molecular structure, C6H16Si. The level of theory is ωB97M-V/def2-TZVPD.

Energy relative to the best compared isomer or geometry (same formula, charge and spin): 2.3591 eV
DFT total energy: -527.61242 hartree
Total charge: 0

Geometry (Å):
C  1.22  1.39  0.04
C  1.18  -0.57  1.42
C  1.92  -0.72  -1.11
C  -2.06  1.65  -0.54
C  -1.96  -1.43  0.56
C  1.04  -0.07  -0.02
Si  -1.25  -0.15  -0.65
H  0.82  1.98  -0.91
H  0.60  1.74  0.92
H  2.30  1.62  0.12
H  0.65  0.23  2.04
H  2.33  -0.55  1.68
H  0.85  -1.64  1.67
H  1.49  -0.42  -2.08
H  2.89  -0.29  -0.96
H  1.97  -1.90  -1.11
H  -2.83  1.85  0.22
H  -1.28  2.15  -0.08
H  -2.18  2.03  -1.59
H  -2.94  -1.20  1.05
H  -1.92  -2.40  0.07
H  -1.27  -1.35  1.48
H  -1.23  -0.57  -2.00